Here is a molecular structure, C40H49FHfN3OP2Si from the OMol25 dataset. Energies are from ωB97M-V/def2-TZVPD.

The net charge is +3. As for the gap between HOMO and LUMO: 6.8 eV. The value obtained for the HOMO energy is -16.00 eV. For the largest force on an atom, the calculation gives 0.2 eV/Å. The calculation puts the LUMO energy at -9.15 eV. The value obtained for the electronic energy is -2912.5225 hartree.

```
98
Properties=species:S:1:pos:R:3:lowdin_charge:R:1
Hf -0.157 0.796 1.544 1.54
C -1.046 2.874 -1.558 -0.36
C 0.285 3.422 -1.024 -0.34
P 1.387 2.182 -0.235 0.99
C 2.044 1.125 -1.550 -0.35
C 3.409 1.108 -1.833 -0.06
C 3.895 0.306 -2.858 -0.04
C 3.025 -0.470 -3.610 -0.04
C 1.663 -0.459 -3.330 -0.06
C 1.176 0.324 -2.296 -0.12
C 2.758 3.091 0.485 -0.39
C 3.288 4.224 -0.133 -0.07
C 4.378 4.869 0.431 -0.03
C 4.946 4.386 1.604 -0.03
C 4.424 3.258 2.222 -0.04
C 3.331 2.614 1.665 -0.12
P -1.913 1.752 -0.399 0.98
C -2.274 2.751 1.080 -0.40
C -2.231 4.140 1.169 -0.05
C -2.401 4.759 2.400 -0.01
C -2.592 4.007 3.556 -0.02
C -2.641 2.625 3.486 -0.03
C -2.478 1.999 2.250 -0.20
C -3.437 1.191 -1.155 -0.37
C -4.201 2.032 -1.966 -0.07
C -5.397 1.571 -2.492 -0.04
C -5.836 0.285 -2.205 -0.03
C -5.081 -0.554 -1.396 -0.05
C -3.878 -0.103 -0.876 -0.11
H -0.893 2.297 -2.473 0.09
H -1.696 3.708 -1.830 0.09
H 0.116 4.183 -0.258 0.08
H 0.828 3.901 -1.841 0.10
H 4.095 1.725 -1.268 0.11
H 4.953 0.304 -3.080 0.12
H 3.404 -1.073 -4.425 0.12
H 0.981 -1.048 -3.931 0.12
H 0.113 0.313 -2.079 0.07
H 2.870 4.606 -1.056 0.11
H 4.789 5.748 -0.048 0.12
H 5.799 4.892 2.036 0.13
H 4.866 2.884 3.137 0.12
H 2.924 1.737 2.162 0.08
H -2.090 4.746 0.283 0.12
H -2.392 5.840 2.459 0.13
H -2.722 4.504 4.508 0.13
H -2.825 2.040 4.377 0.11
H -2.681 0.923 2.182 0.09
H -3.880 3.042 -2.189 0.11
H -5.991 2.218 -3.123 0.13
H -6.773 -0.066 -2.616 0.13
H -5.427 -1.555 -1.178 0.12
H -3.281 -0.763 -0.255 0.07
C 0.779 -2.274 4.601 -0.14
Si -0.465 -0.974 4.160 0.43
C -1.466 -1.620 2.663 -0.17
C -1.655 -0.568 5.521 -0.14
N 0.288 0.496 3.507 -0.21
C 0.781 1.520 4.342 -0.30
C 1.243 1.400 5.651 -0.01
C 1.704 2.525 6.326 -0.03
C 1.724 3.776 5.722 -0.04
C 1.281 3.929 4.412 0.01
C 0.831 2.791 3.807 -0.20
F 0.372 2.826 2.459 -0.10
H 0.279 -3.208 4.867 0.06
H 1.390 -1.983 5.457 0.05
H 1.451 -2.479 3.764 0.02
H -2.372 -2.057 3.095 0.07
H -0.946 -2.415 2.131 0.04
H -1.891 -0.947 1.890 -0.02
H -1.979 -1.490 6.011 0.06
H -2.554 -0.078 5.140 0.03
H -1.220 0.070 6.291 0.04
H 1.253 0.435 6.142 0.11
H 2.059 2.420 7.342 0.13
H 2.088 4.637 6.266 0.13
H 1.291 4.881 3.899 0.14
C 2.905 -3.552 0.954 0.00
N 2.390 -2.186 0.791 -0.09
C 3.174 -1.127 1.427 0.00
C 1.202 -1.907 0.267 -0.42
O 0.607 -0.803 0.651 -0.24
N 0.596 -2.680 -0.623 -0.08
C 1.333 -3.565 -1.536 0.00
C -0.813 -2.483 -0.958 0.00
H 3.281 -3.645 1.972 0.11
H 3.720 -3.759 0.261 0.11
H 2.109 -4.277 0.818 0.10
H 4.213 -1.446 1.448 0.12
H 2.844 -0.941 2.452 0.09
H 3.118 -0.213 0.837 0.07
H 2.385 -3.298 -1.551 0.10
H 0.930 -3.414 -2.536 0.10
H 1.213 -4.613 -1.265 0.11
H -1.375 -2.160 -0.088 0.06
H -1.218 -3.436 -1.291 0.12
H -0.926 -1.752 -1.761 0.09
```

Here is 3 unconnected molecules or ions with the total composition C40H49FIN4O6PS in a non-equilibrium geometry from the OMol25 dataset. Energies are from ωB97M-V/def2-TZVPD.

The SMILES is CCCCCc1c(CCCI)c(CC(=O)N(C)C)c(C[C@H](C)O)c2c1C(=O)c1c(cc(F)c(P(O)(O)=S)c1CN)C2=O.c1ccncc1.c1ccncc1. As for the gap between HOMO and LUMO: 6.8 eV. The value obtained for the HOMO energy is -8.75 eV. For the largest force on an atom, the calculation gives 8.3 eV/Å. The calculation puts the LUMO energy at -1.99 eV. The value obtained for the electronic energy is -3360.2226 hartree.

```
103
Properties=species:S:1:pos:R:3:lowdin_charge:R:1
C -1.245 4.885 5.110 -0.15
C -2.688 4.237 4.680 -0.27
C -2.608 3.140 3.449 -0.21
C -2.120 3.950 2.110 -0.22
C -2.108 3.069 0.728 -0.17
C -1.737 1.483 0.916 -0.02
C -0.245 1.097 1.566 -0.01
C 0.824 2.241 2.056 -0.22
C 1.304 3.289 0.891 -0.29
C 2.802 3.845 1.348 -0.59
I 2.662 4.751 3.383 0.70
C 0.195 -0.508 1.735 -0.01
C 1.656 -0.986 2.366 -0.08
C 2.828 -1.178 1.208 -0.25
O 2.908 -0.400 0.122 -0.07
N 3.902 -2.280 1.319 -0.16
C 4.321 -2.493 2.760 -0.14
C 5.195 -1.824 0.618 -0.10
C -0.827 -1.765 1.317 -0.02
C -0.449 -3.354 1.475 -0.11
C 0.592 -3.698 0.212 -0.34
C -0.144 -4.530 -1.012 -0.09
O 1.727 -4.569 0.657 -0.15
C -2.320 -1.341 0.704 0.03
C -2.782 0.252 0.487 0.03
C -4.306 0.542 -0.138 -0.19
O -4.514 1.446 -1.099 -0.03
C -5.499 -0.435 0.510 0.03
C -5.036 -2.031 0.701 0.00
C -6.103 -3.109 1.322 0.07
C -7.620 -2.560 1.755 -0.04
F -8.533 -3.629 2.298 -0.09
C -8.082 -0.964 1.600 -0.15
P -9.849 -0.532 2.181 0.36
O -10.491 -1.657 3.397 -0.31
O -10.939 -0.723 0.791 -0.29
S -10.059 1.246 2.942 0.28
C -7.001 0.126 0.937 -0.02
C -7.405 1.698 0.709 -0.26
N -8.637 1.749 -0.168 -0.04
C -3.478 -2.473 0.284 -0.18
O -3.217 -3.612 -0.363 -0.04
H -0.777 4.241 5.982 0.08
H -1.421 6.020 5.432 0.09
H -0.445 4.921 4.253 0.01
H -3.522 5.061 4.465 0.12
H -3.102 3.634 5.622 0.11
H -3.736 2.804 3.248 0.12
H -1.931 2.211 3.670 0.11
H -2.919 4.821 1.940 0.13
H -1.080 4.491 2.212 0.08
H -3.165 3.259 0.206 0.12
H -1.321 3.583 -0.006 0.12
H 0.298 2.838 2.946 0.08
H 1.818 1.801 2.539 0.09
H 1.315 2.857 -0.197 0.13
H 0.611 4.257 0.849 0.09
H 3.472 2.882 1.467 0.06
H 3.251 4.589 0.558 0.07
H 2.051 -0.258 3.214 0.13
H 1.569 -2.052 2.897 0.11
H 3.505 -3.203 3.259 0.10
H 5.348 -3.034 2.902 0.10
H 4.318 -1.497 3.397 0.10
H 6.131 -2.480 0.940 0.11
H 4.970 -1.898 -0.535 0.09
H 5.370 -0.718 0.977 0.11
H 0.133 -3.631 2.454 0.11
H -1.389 -4.081 1.439 0.12
H 0.988 -2.689 -0.287 0.15
H -0.910 -5.310 -0.592 0.08
H -0.763 -3.804 -1.724 0.09
H 0.632 -5.103 -1.714 0.10
H 1.391 -5.530 0.729 0.12
H -5.835 -4.239 1.471 0.11
H -9.923 -1.422 4.214 0.09
H -11.798 -1.077 1.209 0.09
H -7.570 2.162 1.797 0.10
H -6.582 2.359 0.204 0.11
H -9.038 0.798 -0.360 0.06
H -9.353 2.378 0.260 0.06
N 6.470 2.011 -2.917 0.05
C 5.387 1.490 -2.300 -0.15
C 4.947 0.189 -2.483 -0.09
C 5.658 -0.630 -3.355 -0.08
C 6.777 -0.122 -4.006 -0.08
C 7.141 1.192 -3.756 -0.15
H 4.864 2.169 -1.633 0.09
H 4.071 -0.178 -1.959 0.07
H 5.343 -1.655 -3.525 0.10
H 7.352 -0.734 -4.692 0.07
H 8.009 1.633 -4.237 0.10
N 7.725 -0.812 -7.191 0.05
C 8.278 -0.391 -8.350 -0.14
C 8.113 -1.039 -9.563 -0.08
C 7.338 -2.194 -9.592 -0.08
C 6.757 -2.654 -8.415 -0.07
C 6.977 -1.935 -7.251 -0.15
H 8.876 0.513 -8.275 0.10
H 8.578 -0.654 -10.463 0.10
H 7.187 -2.730 -10.524 0.11
H 6.148 -3.551 -8.404 0.10
H 6.542 -2.251 -6.307 0.09
```

Here is a molecular structure, C40H49N7O3S4Ti from the OMol25 dataset. Energies are from ωB97M-V/def2-TZVPD.

The net charge is +1. As for the gap between HOMO and LUMO (alpha / beta): 7.1 / 7.2 eV. The value obtained for the HOMO energy (alpha / beta) is -9.53 / -9.64 eV. As for the multiplicity: 2. For the largest force on an atom, the calculation gives 0.6 eV/Å. The calculation puts the LUMO energy (alpha / beta) at -2.40 / -2.42 eV. The value obtained for the electronic energy is -4604.7310 hartree.

```
104
Properties=species:S:1:pos:R:3:mulliken_spin:R:1
Ti 0.230 -0.276 0.099 0.95
O 1.825 0.703 1.168 0.00
S 3.246 1.120 1.448 0.00
C 3.155 2.046 3.015 0.00
C 1.796 2.703 3.246 0.00
C 0.851 1.774 4.007 0.00
C -0.593 2.249 4.067 0.00
S -1.347 2.146 2.393 0.00
O -0.664 0.950 1.805 0.06
C -2.989 1.671 2.899 0.00
C -3.945 2.671 2.981 0.00
C -5.219 2.348 3.428 0.00
C -5.526 1.033 3.748 0.00
C -4.562 0.038 3.636 0.00
C -3.278 0.355 3.221 0.00
C 3.545 2.477 0.334 0.00
C 2.479 3.199 -0.181 0.00
C 2.744 4.250 -1.047 0.00
C 4.054 4.563 -1.385 0.00
C 5.112 3.821 -0.872 0.00
C 4.860 2.765 -0.010 0.00
H 3.975 2.762 2.955 0.00
H 3.390 1.330 3.804 0.00
H 1.358 2.993 2.288 0.00
H 1.946 3.626 3.808 0.00
H 1.208 1.654 5.034 0.00
H 0.862 0.788 3.541 0.00
H -0.684 3.293 4.375 0.00
H -1.180 1.632 4.744 0.00
H -3.699 3.689 2.699 0.00
H -5.972 3.120 3.513 0.00
H -6.523 0.780 4.088 0.00
H -4.809 -0.986 3.885 0.00
H -2.509 -0.403 3.140 0.00
H 1.460 2.916 0.050 0.00
H 1.919 4.812 -1.466 0.00
H 4.253 5.383 -2.064 0.00
H 6.129 4.057 -1.152 0.00
H 5.674 2.167 0.382 0.00
C 3.052 -0.347 -1.946 0.01
N 1.706 0.165 -1.694 0.02
C 1.392 1.232 -2.350 -0.01
C 0.174 1.901 -2.073 0.01
C -0.477 2.981 -2.668 0.00
C -1.660 3.159 -1.945 0.00
C -1.661 2.190 -0.938 0.01
N -0.546 1.437 -0.999 -0.05
C 3.152 -1.362 -3.067 0.00
C 2.266 -1.366 -4.138 0.00
C 2.399 -2.298 -5.160 0.00
C 3.426 -3.230 -5.126 0.00
C 4.323 -3.224 -4.066 0.00
C 4.182 -2.298 -3.045 0.00
H 3.429 -0.807 -1.029 0.00
H 3.724 0.491 -2.167 0.00
H 2.072 1.647 -3.097 0.00
H -0.141 3.539 -3.529 0.00
H -2.433 3.889 -2.126 0.00
H -2.439 1.991 -0.216 0.01
H 1.463 -0.642 -4.180 0.00
H 1.699 -2.292 -5.986 0.00
H 3.528 -3.957 -5.921 0.00
H 5.121 -3.952 -4.024 0.00
H 4.874 -2.314 -2.208 0.00
N 4.107 -6.286 1.052 0.00
C 3.944 -5.657 -0.124 0.00
S 4.694 -6.130 -1.506 0.00
C 3.076 -4.454 -0.072 0.00
C 3.115 -3.587 1.017 0.00
C 2.301 -2.472 1.018 0.01
N 1.487 -2.163 0.008 0.00
C 1.438 -3.003 -1.028 0.02
C 2.215 -4.143 -1.114 0.00
H 4.670 -7.120 1.076 0.00
H 3.504 -6.091 1.833 0.00
H 3.788 -3.759 1.846 0.00
H 2.302 -1.785 1.856 0.00
H 0.762 -2.736 -1.827 -0.01
H 2.170 -4.776 -1.989 0.00
C -7.714 1.135 -0.782 0.00
C -6.802 1.097 0.446 0.00
C -5.691 0.113 0.278 0.00
N -4.507 0.421 -0.117 0.00
N -3.699 -0.663 -0.320 0.01
C -4.284 -1.797 -0.061 -0.01
N -3.690 -3.008 -0.253 0.00
S -5.918 -1.609 0.478 0.00
H -8.505 1.872 -0.647 0.00
H -8.183 0.165 -0.957 0.00
H -7.143 1.401 -1.672 0.00
H -7.379 0.855 1.340 0.00
H -6.338 2.069 0.609 0.00
H -2.680 -2.975 -0.300 0.00
H -4.061 -3.789 0.260 0.00
C -1.270 -1.021 -2.723 0.02
O -1.243 -1.227 -1.303 -0.03
H -1.161 0.032 -2.977 0.00
H -2.215 -1.394 -3.119 0.00
H -0.455 -1.591 -3.164 0.00
H -2.102 -0.861 -0.956 -0.02
C -0.795 -1.769 1.321 -0.04
H -0.307 -1.860 2.301 0.00
H -0.813 -2.766 0.871 0.00
H -1.818 -1.423 1.477 0.01
```

Here is a molecular structure, C40H50BKN12O4 from the OMol25 dataset. Energies are from ωB97M-V/def2-TZVPD.

The net charge is -2. As for the gap between HOMO and LUMO: 6.3 eV. The value obtained for the HOMO energy is -2.35 eV. For the largest force on an atom, the calculation gives 0.7 eV/Å. The calculation puts the LUMO energy at 4.00 eV. The value obtained for the electronic energy is -3137.3801 hartree.

```
108
Properties=species:S:1:pos:R:3:lowdin_charge:R:1
K -0.162 -0.259 0.091 0.68
C 0.153 3.819 -1.741 -0.08
C 0.758 2.622 -1.321 -0.17
N 0.727 2.506 0.000 0.05
N 0.115 3.611 0.461 -0.05
C -0.241 4.418 -0.561 -0.13
B -0.143 3.907 1.959 -0.55
N -1.486 3.320 2.407 -0.05
C -2.538 3.958 2.965 -0.11
C -3.516 3.020 3.217 -0.09
C -2.955 1.813 2.761 -0.18
N -1.738 2.006 2.280 0.06
N 1.035 3.360 2.805 -0.04
C 2.247 3.935 2.895 -0.11
C 3.061 3.126 3.659 -0.09
C 2.230 2.049 3.997 -0.18
N 1.018 2.198 3.480 0.06
H 0.032 4.187 -2.746 0.08
H 1.205 1.839 -1.912 0.09
H -0.721 5.364 -0.366 0.11
H -0.199 5.113 2.088 0.11
H -2.498 5.021 3.138 0.10
H -4.492 3.181 3.644 0.08
H -3.379 0.819 2.746 0.11
H 2.440 4.871 2.396 0.11
H 4.094 3.283 3.918 0.07
H 2.458 1.164 4.573 0.09
O -6.549 -0.728 -1.058 0.01
C -6.412 0.538 -0.874 -0.59
O -7.330 1.354 -0.842 0.00
C -5.005 1.037 -0.686 -0.06
C -4.655 2.349 -0.463 -0.02
N -3.312 2.381 -0.356 0.02
N -2.754 1.181 -0.482 0.10
C -3.763 0.348 -0.682 -0.16
C -3.437 -1.110 -0.812 -0.55
O -4.439 -1.895 -1.006 0.07
O -2.265 -1.452 -0.722 -0.05
H -5.435 -1.297 -1.025 0.03
H -5.273 3.225 -0.371 0.12
H -2.715 3.157 -0.117 0.13
C 3.848 -2.027 -4.108 -0.06
C 3.531 -0.598 -3.662 -0.37
C 4.740 0.312 -3.877 -0.08
C 2.275 -0.080 -4.339 -0.14
C 2.325 0.475 -5.613 -0.06
C 1.183 0.975 -6.217 -0.10
C -0.022 0.930 -5.534 -0.05
C -0.122 0.377 -4.261 -0.13
C -1.464 0.299 -3.561 -0.36
C -2.214 -0.958 -4.014 -0.04
C -2.330 1.538 -3.776 -0.06
C 1.036 -0.159 -3.672 -0.19
N 1.033 -0.680 -2.365 0.03
C 0.955 -1.957 -2.209 -0.14
C 1.226 -2.677 -1.004 -0.37
C 1.146 -4.075 -0.879 -0.07
C 1.659 -4.377 0.379 -0.08
C 2.035 -3.136 0.946 -0.31
N 1.777 -2.118 0.125 0.06
C 2.750 -2.930 2.268 -0.55
C 2.080 -3.757 3.370 -0.05
C 2.737 -1.458 2.671 -0.06
C 4.207 -3.391 2.115 -0.06
H 4.736 -2.406 -3.596 0.07
H 4.031 -2.062 -5.187 0.08
H 3.019 -2.699 -3.883 0.07
H 3.324 -0.626 -2.591 0.13
H 5.059 0.335 -4.923 0.06
H 5.586 -0.049 -3.287 0.07
H 4.521 1.335 -3.569 0.08
H 3.273 0.526 -6.136 0.10
H 1.233 1.408 -7.209 0.09
H -0.911 1.334 -6.003 0.10
H -1.287 0.194 -2.490 0.09
H -2.357 -0.945 -5.099 0.08
H -3.196 -1.019 -3.541 0.08
H -1.663 -1.861 -3.748 0.08
H -2.640 1.641 -4.820 0.07
H -1.804 2.447 -3.479 0.07
H -3.238 1.462 -3.176 0.07
H 0.707 -2.598 -3.067 0.13
H 0.746 -4.759 -1.615 0.09
H 1.750 -5.356 0.829 0.08
H 1.043 -3.448 3.506 0.07
H 2.605 -3.621 4.321 0.08
H 2.092 -4.823 3.127 0.07
H 1.716 -1.105 2.818 0.06
H 3.192 -0.833 1.902 0.08
H 3.289 -1.325 3.608 0.08
H 4.254 -4.444 1.826 0.07
H 4.754 -3.265 3.057 0.07
H 4.709 -2.805 1.343 0.08
C -0.662 -0.253 6.104 -0.03
C -0.907 -0.958 4.812 -0.32
C -1.392 -2.220 4.522 -0.01
C -1.387 -2.299 3.113 -0.37
N -0.943 -1.167 2.589 0.04
N -0.649 -0.376 3.633 0.02
C -1.766 -3.438 2.220 -0.02
H -1.105 -0.811 6.928 0.07
H -1.095 0.749 6.091 0.08
H 0.407 -0.145 6.302 0.07
H -1.701 -2.977 5.226 0.09
H -0.324 0.583 3.470 0.09
H -2.112 -4.289 2.809 0.07
H -0.908 -3.755 1.622 0.07
H -2.553 -3.145 1.525 0.07
```